Formula: C75H173N10O
Source: OMol25
Level of theory: ωB97M-V with the def2-TZVPD basis set

Structure (XYZ):
```
259
C75H173N10O, DFT ωB97M-V with the def2-TZVPD basis set
N -6.16906 -0.67316 -5.04535
H -6.96744 -0.05492 -5.02366
H -5.55087 -0.34550 -4.31694
H -5.60670 -0.66096 -5.88422
H -6.45399 -1.62374 -4.85741
C -0.59008 -1.00558 -0.75253
C -1.06801 0.44410 -0.73360
C 0.08556 1.30137 -1.20638
O -2.37691 0.66157 -1.18937
H 0.48099 -1.06662 -0.55969
H -0.83143 -1.59270 -1.63861
H -1.11490 -1.54348 0.03698
H -1.03973 0.67203 0.33193
H -0.18343 2.34842 -1.34584
H 0.51373 1.08298 -2.18468
H 0.99547 1.19099 -0.61647
C -4.41166 -6.35914 12.64316
C -3.27744 -5.45297 12.06618
C -3.75203 -4.16700 11.26896
N -2.52402 -3.43782 10.68826
C -1.48159 -3.11090 11.72509
C -3.03248 -2.10108 9.99679
C -2.28755 -1.98113 8.63694
C -2.22563 -3.39838 8.18403
C -1.90369 -4.24244 9.45306
H -3.94822 -7.11948 13.27183
H -4.98342 -6.85891 11.86123
H -5.15724 -5.75381 13.15870
H -2.63526 -6.06098 11.42899
H -2.58289 -5.29151 12.89057
H -4.26649 -3.47541 11.93614
H -4.44518 -4.41555 10.46531
H -0.78332 -2.50985 11.14265
H -1.09760 -4.06597 12.08359
H -2.00713 -2.60596 12.53560
H -2.66010 -1.30241 10.63835
H -4.11475 -2.06835 9.87142
H -1.28479 -1.56116 8.71570
H -2.70568 -1.29735 7.89821
H -1.48365 -3.58494 7.40764
H -3.12263 -3.92320 7.85532
H -0.82806 -4.20465 9.62535
H -2.15135 -5.30158 9.52368
C 12.15825 -1.19444 2.29882
C 11.23318 -0.46877 3.37675
C 9.83979 -0.20704 2.80598
N 8.78933 0.15819 3.87058
C 9.20788 1.46137 4.59772
C 8.65127 -1.02760 4.78855
C 7.14716 -1.10131 5.06034
C 6.49545 -0.66452 3.74918
C 7.43068 0.39252 3.13579
H 12.22453 -0.72933 1.31526
H 11.76637 -2.21152 2.30850
H 13.18429 -1.26416 2.66002
H 11.57733 0.46312 3.82536
H 11.20932 -0.99631 4.33029
H 9.46765 -1.12661 2.35430
H 9.73105 0.64183 2.13093
H 8.57889 1.72825 5.44699
H 9.29130 2.30507 3.91265
H 10.23790 1.32240 4.92612
H 9.27772 -0.84315 5.66127
H 9.09592 -1.94284 4.39776
H 6.87504 -0.63533 6.00740
H 6.89461 -2.13729 5.28630
H 5.56820 -0.14301 3.98654
H 6.18914 -1.47227 3.08449
H 7.10250 1.40286 3.37991
H 7.45637 0.21688 2.06034
C 7.00869 3.02422 -8.06253
C 8.51782 3.24572 -7.83093
C 9.12028 2.00367 -7.14763
N 10.70419 1.97366 -7.00976
C 11.06966 0.69263 -6.18070
C 11.25797 3.27756 -6.36697
C 11.91289 4.09383 -7.45527
C 12.46733 3.04057 -8.35639
C 11.48960 1.85454 -8.33082
H 6.85201 2.05222 -8.53027
H 6.55332 3.74733 -8.73918
H 6.49097 3.07567 -7.10471
H 8.64666 4.08601 -7.14872
H 9.06458 3.71691 -8.64770
H 8.82993 1.09023 -7.66669
H 8.77611 1.92218 -6.11660
H 10.62372 -0.21626 -6.58462
H 10.67188 0.82099 -5.17402
H 12.14333 0.51273 -6.23523
H 12.03153 2.98687 -5.65619
H 10.43035 3.82221 -5.91256
H 12.65174 4.84595 -7.17865
H 11.19198 4.74732 -7.94653
H 13.42514 2.69335 -7.96889
H 12.54059 3.24335 -9.42485
H 11.96044 0.87737 -8.43817
H 10.72720 1.93494 -9.10566
C 6.96799 -12.50357 -0.17135
C 5.50340 -12.40076 0.33157
C 5.49347 -11.11336 1.18956
N 4.10726 -10.66615 1.69836
C 3.35971 -11.85350 2.37424
C 3.14869 -10.05011 0.64180
C 2.22605 -9.08897 1.34023
C 2.93142 -8.61849 2.61712
C 4.25987 -9.43488 2.58645
H 7.16760 -13.46342 -0.64773
H 7.71353 -12.37102 0.61267
H 7.24464 -11.73925 -0.89756
H 5.13330 -13.23472 0.92792
H 4.84021 -12.13528 -0.49171
H 5.97068 -10.23904 0.74688
H 6.07294 -11.15669 2.11175
H 4.02676 -11.91481 3.23411
H 3.40715 -12.79933 1.83457
H 2.29505 -11.65884 2.50344
H 2.68522 -10.84859 0.06238
H 3.70573 -9.47572 -0.09839
H 1.27421 -9.54550 1.61172
H 1.89950 -8.30630 0.65547
H 2.34149 -8.71192 3.52890
H 3.09851 -7.54932 2.48645
H 4.29980 -9.88716 3.57739
H 5.11522 -8.91791 2.15144
C 4.82330 9.82645 4.80942
C 3.57593 8.83631 4.83091
C 2.90714 8.88667 3.44571
N 1.48811 8.18963 3.35223
C 1.39874 6.74764 3.89292
C 0.96293 8.32972 1.89282
C 0.45522 9.75789 1.75867
C -0.13854 10.08751 3.10288
C 0.35710 8.99829 4.06103
H 5.52517 9.61866 4.00176
H 5.40284 9.67941 5.72080
H 4.49427 10.86559 4.81403
H 2.82402 9.14199 5.55843
H 3.80289 7.79282 5.04934
H 3.40788 8.24571 2.72009
H 2.67630 9.90163 3.12219
H 0.43723 6.35534 3.56171
H 1.45512 6.78392 4.98085
H 2.30161 6.24013 3.55326
H 0.10130 7.68257 1.72886
H 1.76615 8.00191 1.23291
H -0.36631 9.75663 1.04231
H 1.26021 10.45442 1.52426
H -1.21169 10.10708 2.91298
H 0.20664 11.04956 3.48156
H -0.48724 8.35570 4.31059
H 0.75366 9.44612 4.97223
C 2.30536 -3.10269 -13.20627
C 1.58327 -3.49045 -11.95377
C 2.35238 -4.55889 -11.09385
N 1.69747 -4.77670 -9.66663
C 0.25543 -5.23953 -9.81667
C 1.70523 -3.60442 -8.66977
C 2.70837 -3.97261 -7.57445
C 2.54708 -5.41261 -7.48091
C 2.45929 -5.86650 -8.90054
H 3.19160 -2.54013 -12.91266
H 1.66260 -2.56758 -13.90527
H 2.68495 -3.93319 -13.80148
H 0.64007 -3.98551 -12.18482
H 1.37953 -2.55326 -11.43582
H 3.37850 -4.27503 -10.86016
H 2.32536 -5.56702 -11.50741
H -0.40373 -4.47330 -10.22471
H -0.16765 -5.60387 -8.88053
H 0.23085 -6.11071 -10.47129
H 0.75417 -3.62420 -8.13762
H 1.98862 -2.71280 -9.22906
H 2.40712 -3.54127 -6.61983
H 3.74514 -3.75335 -7.82966
H 1.73707 -5.71472 -6.81704
H 3.41013 -5.95292 -7.09194
H 2.03807 -6.85978 -9.05574
H 3.46410 -5.74287 -9.30449
C -13.85439 -6.29578 3.96282
C -12.63568 -5.38866 3.48765
C -11.80187 -6.03865 2.45159
N -10.78675 -5.05988 1.74199
C -11.49531 -3.96646 0.92610
C -9.91422 -5.83719 0.68280
C -8.47212 -5.28609 0.93779
C -8.57059 -3.96659 1.73793
C -9.81797 -4.23799 2.64702
H -13.68528 -7.09288 4.68679
H -14.36309 -6.75492 3.11516
H -14.66049 -5.67911 4.36034
H -11.99920 -4.95789 4.26058
H -13.12232 -4.54637 2.99589
H -12.32334 -6.44183 1.58348
H -11.12588 -6.78637 2.86638
H -11.92473 -3.23719 1.61303
H -12.19248 -4.41461 0.21814
H -10.77074 -3.39886 0.34221
H -10.25595 -5.66977 -0.33861
H -10.03698 -6.89879 0.89732
H -7.98332 -5.15861 -0.02809
H -7.91996 -5.99912 1.54999
H -8.68654 -3.04680 1.16466
H -7.77521 -3.87328 2.47737
H -10.23232 -3.29585 3.00589
H -9.59565 -5.00906 3.38467
C -6.99398 5.48812 7.28234
C -7.36192 5.00228 5.85475
C -8.41120 5.93967 5.10104
N -8.67292 5.56207 3.62559
C -7.36644 5.48908 2.83542
C -9.76903 6.36848 2.98980
C -11.10903 5.71746 3.35662
C -10.84439 4.40938 4.06013
C -9.33462 4.13986 3.61726
H -7.71424 5.38504 8.09395
H -6.66936 6.52865 7.28642
H -6.24822 4.77058 7.62450
H -7.61852 3.94366 5.89438
H -6.38386 5.04537 5.37555
H -8.19629 7.00262 5.21086
H -9.36307 5.83419 5.62154
H -7.07097 6.52505 2.66941
H -7.73171 5.13963 1.86973
H -6.51945 4.92383 3.22427
H -9.69515 6.29717 1.90465
H -9.60166 7.33797 3.45902
H -11.65777 5.53592 2.43248
H -11.68565 6.43547 3.93978
H -11.55081 3.60613 3.85065
H -11.00651 4.50182 5.13404
H -9.29241 3.75292 2.59913
H -8.69963 3.47955 4.20791
C -0.27265 8.62825 -6.05192
C -1.56115 7.87077 -6.33953
C -2.82018 8.73388 -6.75562
N -4.04290 7.80984 -7.01995
C -4.37492 6.90368 -5.79221
C -3.90610 7.05859 -8.36356
C -5.26910 6.70329 -8.88899
C -6.25346 7.58407 -8.11656
C -5.40661 8.61750 -7.35518
H 0.50807 7.87995 -5.91541
H -0.44094 9.05780 -5.06436
H -0.05418 9.45169 -6.73185
H -1.83046 7.39846 -5.39479
H -1.46819 7.11452 -7.11898
H -2.69260 9.26405 -7.69942
H -3.12425 9.37184 -5.92578
H -5.29476 6.33718 -5.93744
H -4.47848 7.57326 -4.93837
H -3.50521 6.27223 -5.61062
H -3.23902 6.20790 -8.22420
H -3.54068 7.77295 -9.10131
H -5.51647 5.67443 -8.62754
H -5.46007 6.89071 -9.94564
H -6.87309 6.99117 -7.44379
H -6.98767 8.08709 -8.74584
H -5.71217 9.03981 -6.39790
H -5.17118 9.38653 -8.09089
```

Its LUMO energy is -12.390 eV. The strongest force on any atom comes out at 3.234 eV/Å. For the total energy, the calculation gives -3580.475096 hartree. Its charge is +9. The gap between HOMO and LUMO is 0.1273 hartree.